[1]
C5H10NS | the ωB97M-V functional and the def2-TZVPD basis

Last column: Löwdin charge in e.
Atoms and positions in Å:
C1 1.4060 -1.7685 0.0365  0.02
C2 0.4188 -0.9984 0.3664  -0.68
S1 0.0946 -0.6060 1.9935  1.05
C3 -0.8498 0.7560 1.3616  -0.46
C4 -1.5012 0.3488 0.0587  -0.12
N1 -0.2674 -0.2138 -0.6624  -0.10
C5 0.7644 0.7550 -1.2025  0.07
H1 2.0516 -2.2196 0.8837  0.13
H2 1.7882 -1.9989 -0.9186  0.07
H3 -0.1607 1.5651 1.2573  0.07
H4 -1.6182 1.1203 2.1141  0.13
H5 -2.4623 -0.2426 0.1085  0.17
H6 -1.8208 1.2683 -0.4269  0.13
H7 -0.6800 -0.8017 -1.4054  0.21
H8 1.4348 1.0046 -0.3681  0.13
H9 1.2632 0.3629 -1.9741  0.07
H10 0.1390 1.6685 -1.2223  0.12

Atoms 1-2, force components in eV/Å:
C 2.646 -2.134 2.014
C 0.785 -0.998 -0.561

**Relative energy (zero: lowest compared OMol25 entry of this formula, charge and spin)**: 60.44 kcal per mole
**HOMO level**: -12.9 eV
**LUMO**: -0.119 Eh
**Orbital gap**: 9.62 eV
**Charge**: +1
**Structure (SMILES)**: C=C1SCC[N@H+]1C



[2]
C4H6N2 | the ωB97M-V functional and the def2-TZVPD basis

Last column: Löwdin charge in e.
Atoms and positions in Å:
C1 -1.4318 0.3977 0.2309  -0.02
C2 -0.0059 -0.0763 0.1080  -0.61
C3 0.5819 -0.5688 1.3523  -0.16
N1 1.0439 -0.9213 2.3513  0.17
C4 0.4732 -0.7088 -1.1448  0.01
N2 0.9130 0.8049 -0.5752  0.05
H1 -2.0578 -0.4010 0.6386  0.09
H2 -1.8009 0.6535 -0.7642  0.09
H3 -1.4861 1.2721 0.8820  0.09
H4 1.2862 -1.4227 -0.9708  0.09
H5 0.6014 0.2536 -1.7985  0.11
H6 1.8829 0.7170 -0.3096  0.10

Atoms 1-2, force components in eV/Å:
C -0.106 0.084 0.005
C -0.054 0.232 0.269

**Relative energy (zero: lowest compared OMol25 entry of this formula, charge and spin)**: 95.40 kcal per mole
**HOMO level**: -9.9 eV
**LUMO**: 0.033 Eh
**Orbital gap**: 10.80 eV
**Charge**: 0
**Structure (SMILES)**: C[C@@]1(C#N)CN1



[3]
C5H36N2O11S | the ωB97M-V functional and the def2-TZVPD basis

Last column: Löwdin charge in e.
Atoms and positions in Å:
N1 1.2220 0.5244 1.6957  0.02
C1 -0.1559 0.5345 1.2349  -0.30
N2 -0.6109 1.6412 0.3869  -0.05
C2 -0.6749 1.1824 -1.0031  -0.24
C3 -0.8143 2.2837 -2.0536  -0.25
C4 0.3771 2.7641 -2.8265  -0.27
C5 1.0211 1.7688 -3.8217  -0.52
S1 -0.1882 0.6839 -4.6916  0.71
H1 1.4009 1.2966 2.3266  0.02
H2 1.8156 0.7990 0.9243  0.05
H3 -0.4042 -0.4477 0.8440  0.08
H4 -0.8930 0.4814 2.0517  0.11
H5 -0.0500 2.4750 0.4969  0.07
H6 0.2762 0.6753 -1.2724  0.11
H7 -1.4466 0.4191 -1.0979  0.11
H8 -1.5053 3.0258 -1.6299  0.11
H9 -1.6076 1.9880 -2.7610  0.09
H10 0.2071 3.6953 -3.3649  0.11
H11 1.1373 3.0607 -2.0930  0.08
H12 1.7726 1.1206 -3.3969  0.05
H13 1.4716 2.3541 -4.6229  0.06
H14 -0.4968 -0.0327 -3.5908  -0.14
O1 3.1692 2.2589 1.4855  -0.06
H15 2.9172 2.7138 2.2963  0.03
H16 4.0731 1.9525 1.5999  0.06
O2 1.2225 4.3007 0.3561  -0.05
H17 0.8379 5.0949 -0.0263  0.05
H18 1.7954 3.9974 -0.3571  0.03
O3 -3.0193 -4.4578 -1.1970  -0.09
H19 -2.3989 -3.6962 -1.1085  0.00
H20 -3.8858 -4.0866 -1.0141  0.03
O4 -3.1610 -1.1359 1.0423  -0.04
H21 -3.4661 -1.3323 1.9296  0.06
H22 -3.2151 -0.1709 0.9485  0.01
O5 1.5108 2.7079 4.1953  -0.04
H23 1.0637 2.2560 4.9121  0.05
H24 0.8470 3.1085 3.6256  0.04
O6 -1.2956 -2.4265 -0.5878  -0.06
H25 -0.5253 -2.7378 -0.1125  0.02
H26 -1.8390 -1.8797 -0.0195  -0.01
O7 -3.4558 1.7028 0.4897  -0.05
H27 -4.2634 2.1427 0.2203  0.05
H28 -2.7126 2.3063 0.5391  0.02
O8 1.4657 -4.2736 2.3292  -0.05
H29 1.7879 -4.0579 3.2056  0.05
H30 0.7427 -4.9016 2.3525  0.03
O9 -0.7532 -4.8529 0.5323  -0.07
H31 0.1460 -4.8815 0.1745  0.00
H32 -1.4127 -5.2929 -0.0090  0.02
O10 1.9399 -4.3817 -0.3707  -0.08
H33 1.7977 -3.4201 -0.2942  -0.01
H34 2.3884 -4.6807 0.4224  0.02
O11 2.1131 -1.7395 0.1940  -0.04
H35 2.0290 -1.0755 -0.4802  0.04
H36 1.7029 -1.3541 0.9912  0.03

Atoms 1-2, force components in eV/Å:
N -0.689 0.252 -0.197
C -1.302 -0.095 1.442

**Relative energy (zero: lowest compared OMol25 entry of this formula, charge and spin)**: 38.95 kcal per mole
**HOMO level**: -9.0 eV
**LUMO**: 0.000 Eh
**Orbital gap**: 8.96 eV
**Charge**: 0
**Structure (SMILES)**: NCNCCCCS.O.O.O.O.O.O.O.O.O.O.O



[4]
C4H7NO2 | the ωB97M-V functional and the def2-TZVPD basis

Last column: Löwdin charge in e.
Atoms and positions in Å:
C1 -1.8302 -0.2757 0.0310  0.08
C2 -0.7917 0.0891 0.7779  -0.47
N1 -0.2827 1.4050 0.8538  0.08
O1 0.8361 1.4468 -0.1286  -0.11
C3 0.9610 0.1842 -0.7739  -0.20
C4 1.2208 -0.8632 0.2996  -0.12
O2 0.1155 -0.8189 1.2362  -0.04
H1 -2.4000 0.4596 -0.5282  0.08
H2 -2.0094 -1.3308 -0.1388  0.08
H3 -0.9784 2.0436 0.4701  0.12
H4 0.0275 -0.0690 -1.2871  0.11
H5 1.7209 0.2488 -1.5518  0.14
H6 2.1388 -0.6427 0.8535  0.13
H7 1.2717 -1.8767 -0.1137  0.13

Atoms 1-2, force components in eV/Å:
C -0.191 -0.012 0.311
C -0.148 -0.068 -0.411

**Relative energy (zero: lowest compared OMol25 entry of this formula, charge and spin)**: 100.31 kcal per mole
**HOMO level**: -8.8 eV
**LUMO**: 0.035 Eh
**Orbital gap**: 9.79 eV
**Charge**: 0
**Structure (SMILES)**: C=C1NOCCO1



[5]
C6H7N3O | the ωB97M-V functional and the def2-TZVPD basis

Last column: Löwdin charge in e.
Atoms and positions in Å:
C1 0.2820 2.8405 0.1764  -0.19
C2 -0.3670 1.7285 -0.0381  -0.06
C3 1.7568 1.4343 -0.2722  -0.17
C4 -0.9044 -1.9900 1.0652  -0.25
C5 -1.1525 -2.0773 -0.5088  -0.14
C6 0.6190 -0.5667 -0.3716  -0.19
N1 1.6147 2.6986 0.0277  0.09
N2 0.0345 -1.3241 1.4990  0.14
N3 0.6018 0.7825 -0.2931  -0.05
O1 -0.3274 -1.1194 -1.1300  -0.04
H1 -0.2821 3.8041 0.2277  0.12
H2 -1.4449 1.5704 0.0311  0.13
H3 2.6000 0.8340 -0.0824  0.12
H4 -1.4515 -2.6923 1.6874  0.10
H5 -0.9956 -3.0458 -0.8697  0.09
H6 -2.2342 -1.8854 -0.6218  0.12
H7 1.6507 -0.9918 -0.5267  0.16

Atoms 1-2, force components in eV/Å:
C -0.915 4.023 -0.476
C -2.667 -2.685 0.041

**Relative energy (zero: lowest compared OMol25 entry of this formula, charge and spin)**: 76.88 kcal per mole
**HOMO level**: -8.9 eV
**LUMO**: 0.023 Eh
**Orbital gap**: 9.54 eV
**Charge**: 0



[6]
C5H11N | the ωB97M-V functional and the def2-TZVPD basis

Last column: Löwdin charge in e.
Atoms and positions in Å:
C1 -0.7594 2.5220 -0.0113  -0.16
C2 -0.5181 1.2587 0.7830  -0.18
C3 -0.0825 0.0755 0.1722  -0.35
C4 -0.4021 -0.4252 -1.3013  -0.02
N1 0.4331 -0.9136 0.9837  -0.07
C5 0.9388 -2.2548 0.4436  -0.11
H1 -0.6619 2.1036 -1.1271  0.09
H2 -1.7779 2.9901 0.3326  0.09
H3 0.0043 3.3389 -0.0905  0.06
H4 0.0380 1.3641 1.7761  0.10
H5 0.0697 0.2768 -1.9310  0.05
H6 -1.4761 -0.4675 -1.2987  0.08
H7 -0.0077 -1.4530 -1.4812  0.06
H8 1.0892 -0.3904 1.6358  0.14
H9 1.2962 -2.7928 1.3213  0.06
H10 0.0363 -2.8800 0.0507  0.11
H11 1.7800 -2.3523 -0.2578  0.07

Atoms 1-2, force components in eV/Å:
C -1.144 -0.444 -1.994
C 3.730 -0.914 -0.360

**Relative energy (zero: lowest compared OMol25 entry of this formula, charge and spin)**: 58.64 kcal per mole
**HOMO level**: -7.5 eV
**LUMO**: 0.035 Eh
**Orbital gap**: 8.48 eV
**Charge**: 0
**Structure (SMILES)**: C/C=C(\C)NC



[7]
C2MgO4Tl | the ωB97M-V functional and the def2-TZVPD basis

Last column: Löwdin charge in e.
Atoms and positions in Å:
O1 0.3042 1.1164 0.6122  -0.28
C1 -0.0424 0.5838 -0.5012  -0.64
O2 0.7006 0.6860 -1.4899  -0.20
Tl1 2.7585 0.0705 -0.4778  1.08
Mg1 -1.1406 0.8078 2.0577  0.78
O3 -0.2241 -1.7731 -0.7010  0.04
O4 -1.5440 -0.7141 0.7693  -0.19
C2 -0.8121 -0.7773 -0.2694  -0.59

Atoms 1-2, force components in eV/Å:
O -0.830 0.810 0.456
C 1.870 -1.678 0.054

**HOMO level (alpha / beta)**: -6.4 / -9.4 eV
**2S+1**: 2
**LUMO (alpha / beta)**: -0.026 / -0.029 Eh
**Orbital gap (alpha / beta)**: 5.66 / 8.60 eV
**Charge**: 0
**<S²>**: 0.75



[8]
C5H10O | the ωB97M-V functional and the def2-TZVPD basis

Last column: Löwdin charge in e.
Atoms and positions in Å:
C1 -0.2314 -1.7937 0.5030  -0.06
C2 0.1571 -0.3596 0.2410  -0.32
C3 1.0303 0.2778 1.2881  -0.07
C4 -0.3022 0.3051 -0.8258  -0.35
C5 -0.4918 1.7983 -0.9289  -0.03
O1 -0.8129 -0.3532 -1.9258  0.02
H1 -0.9821 -2.1550 -0.2074  0.07
H2 -0.7103 -1.8142 1.4918  0.08
H3 0.5989 -2.5103 0.5371  0.08
H4 0.5292 0.4224 2.2546  0.08
H5 1.4475 1.2333 0.9552  0.07
H6 1.8817 -0.3935 1.4657  0.08
H7 -0.5920 2.2477 0.0638  0.08
H8 0.2908 2.3370 -1.4750  0.08
H9 -1.4368 1.9722 -1.4558  0.08
H10 -0.3761 -1.2144 -1.9816  0.10

Atoms 1-2, force components in eV/Å:
C -0.010 -0.066 -0.016
C -0.054 -0.009 -0.057

**Relative energy (zero: lowest compared OMol25 entry of this formula, charge and spin)**: 16.91 kcal per mole
**HOMO level**: -8.1 eV
**LUMO**: 0.033 Eh
**Orbital gap**: 9.02 eV
**Charge**: 0
**Structure (SMILES)**: CC(C)=C(C)O



[9]
C28H28NO5RuS2 | the ωB97M-V functional and the def2-TZVPD basis

Last column: Löwdin charge in e.
Atoms and positions in Å:
Ru1 0.4038 1.2339 0.2967  1.16
O1 0.0608 5.5045 0.7857  0.00
C1 0.1611 4.4268 0.2021  -0.64
O2 0.5134 3.3279 0.7598  -0.24
C2 -0.0709 4.4181 -1.3019  -0.18
C3 0.3936 5.5395 -1.9875  -0.05
C4 0.2702 5.6650 -3.3599  -0.12
C5 -0.3598 4.6512 -4.0722  -0.13
C6 -0.8445 3.5420 -3.4043  -0.15
C7 -0.7086 3.3940 -2.0155  -0.64
S1 -1.4176 1.9476 -1.2953  0.52
H1 0.8565 6.3212 -1.3986  0.11
H2 0.6592 6.5410 -3.8663  0.08
H3 -0.4713 4.7217 -5.1492  0.08
H4 -1.3405 2.7495 -3.9519  0.08
O3 3.1043 -2.2022 1.1328  -0.03
C8 2.6914 -1.2011 0.5292  -0.65
O4 1.8476 -0.3752 0.9968  -0.20
C9 3.2161 -0.9828 -0.8901  -0.16
C10 3.8251 -2.0900 -1.4840  -0.06
C11 4.3422 -2.0579 -2.7661  -0.13
C12 4.2651 -0.8690 -3.4855  -0.13
C13 3.6745 0.2400 -2.9144  -0.16
C14 3.1300 0.2196 -1.6156  -0.63
S2 2.4336 1.7404 -1.0682  0.58
H5 3.8760 -2.9881 -0.8816  0.11
H6 4.7998 -2.9410 -3.1985  0.08
H7 4.6625 -0.8065 -4.4937  0.08
H8 3.6057 1.1676 -3.4705  0.08
O5 -3.1658 -1.4468 1.3087  -0.09
C15 -2.8237 -2.4777 0.4040  -0.27
C16 -1.6310 -3.3083 0.8617  -0.17
C17 -0.2978 -2.5580 0.7489  -0.14
C18 0.0484 -2.2855 -0.6891  -0.29
C19 0.4559 -3.3313 -1.5150  -0.03
C20 0.7684 -3.0781 -2.8368  -0.08
C21 0.6535 -1.7811 -3.3105  -0.07
C22 0.2389 -0.7983 -2.4298  -0.17
N1 -0.0590 -1.0358 -1.1504  0.08
H9 -2.4227 -0.8212 1.3998  0.04
H10 -2.6343 -2.0743 -0.5986  0.11
H11 -3.7097 -3.1167 0.3363  0.11
H12 -1.5906 -4.2233 0.2576  0.10
H13 -1.8003 -3.6125 1.8986  0.10
H14 0.5127 -3.1400 1.1939  0.12
H15 -0.3322 -1.6184 1.2986  0.07
H16 0.5583 -4.3265 -1.0997  0.11
H17 1.1213 -3.8756 -3.4804  0.10
H18 0.9153 -1.5222 -4.3273  0.10
H19 0.1470 0.2362 -2.7407  0.06
C23 -1.9419 -1.5037 4.6074  -0.06
C24 -2.0661 0.0034 4.3469  -0.64
C25 -1.4652 0.7802 5.5264  -0.07
C26 -3.5499 0.3704 4.1971  -0.06
C27 -1.3355 0.3576 3.1175  -0.19
C28 -0.7418 0.6714 2.0994  -0.12
H20 -2.4470 -1.7694 5.5427  0.07
H21 -0.8938 -1.7975 4.6743  0.09
H22 -2.4056 -2.0588 3.7906  0.06
H23 -1.9976 0.5355 6.4519  0.07
H24 -1.5369 1.8539 5.3494  0.08
H25 -0.4107 0.5299 5.6496  0.08
H26 -4.0925 0.1210 5.1159  0.07
H27 -3.9905 -0.1754 3.3631  0.07
H28 -3.6568 1.4389 4.0055  0.08

Atoms 1-2, force components in eV/Å:
Ru -0.176 0.129 0.017
O 0.000 -0.005 0.017

**Relative energy (zero: lowest compared OMol25 entry of this formula, charge and spin)**: 5.43 kcal per mole
**HOMO level (alpha / beta)**: -1.2 / -2.1 eV
**2S+1**: 6
**LUMO (alpha / beta)**: 0.171 / 0.171 Eh
**Orbital gap (alpha / beta)**: 5.83 / 6.72 eV
**Charge**: -2
**<S²>**: 8.76



[10]
C6H6O2S3 | the ωB97M-V functional and the def2-TZVPD basis

Last column: Löwdin charge in e.
Atoms and positions in Å:
C1 -2.2328 -0.2951 -1.4760  -0.05
C2 -1.6120 1.0256 -1.0202  -0.10
O1 -0.2621 0.4756 -0.6098  -0.02
C3 -0.1858 -0.1012 0.5338  -0.59
O2 -1.0171 -0.2507 1.4234  0.10
C4 1.1985 -0.2422 0.7303  -0.32
C5 2.2062 0.5628 0.1830  -0.41
S1 3.8198 0.5709 0.8104  0.59
S2 3.3533 -0.6462 2.4324  0.53
C6 1.6843 -1.1783 1.7170  -1.06
S3 1.0314 -2.4390 2.4456  0.72
H1 -3.2640 -0.3025 -1.7201  0.06
H2 -2.2499 -1.0779 -0.5619  0.13
H3 -1.5594 -0.6794 -2.2127  0.07
H4 -2.0095 1.7205 -0.1418  0.17
H5 -1.3650 1.6993 -1.6975  0.05
H6 2.4641 1.1578 -0.8358  0.13

Atoms 1-2, force components in eV/Å:
C -0.391 -1.024 3.250
C -0.146 -2.718 5.232

**Relative energy (zero: lowest compared OMol25 entry of this formula, charge and spin)**: 59.29 kcal per mole
**HOMO level**: -8.3 eV
**LUMO**: -0.029 Eh
**Orbital gap**: 7.50 eV
**Charge**: 0
**Structure (SMILES)**: CCOC(=O)c1cssc1=S



[11]
C12H16N2 | the ωB97M-V functional and the def2-TZVPD basis

Last column: Löwdin charge in e.
Atoms and positions in Å:
C1 -0.2620 -1.6594 -2.4930  -0.11
C2 0.2084 -2.7148 -1.4896  -0.20
C3 0.8193 -2.0962 -0.2762  -0.32
C4 0.7030 -2.5021 1.0168  -0.07
N1 1.5225 -1.6862 1.7587  0.06
C5 2.1076 -0.8320 0.8867  -0.22
N2 1.7268 -1.0599 -0.3365  0.11
H1 -1.1992 -1.1889 -2.2020  0.06
H2 -0.4833 -2.0687 -3.4757  0.06
H3 0.4612 -0.8495 -2.5752  0.06
H4 -0.6493 -3.2730 -1.1301  0.10
H5 0.8879 -3.3785 -2.0266  0.11
H6 0.0670 -3.2279 1.5006  0.11
H7 1.6323 -1.8072 2.7487  0.14
H8 2.6950 0.0256 1.1620  0.11
C6 -1.4773 2.1955 -1.5760  -0.05
C7 -0.9607 2.0515 -0.1691  -0.28
C8 -1.7770 1.5626 0.8350  -0.05
C9 -1.2444 1.2406 2.0795  -0.09
C10 0.0608 1.6095 2.3555  -0.12
C11 0.8914 2.1468 1.3774  -0.11
C12 0.3673 2.3744 0.1215  -0.05
H9 -1.8246 1.2234 -1.9327  0.07
H10 -0.7162 2.5347 -2.2754  0.07
H11 -2.2865 2.9231 -1.6387  0.08
H12 -2.7915 1.2487 0.6280  0.11
H13 -1.7887 0.7331 2.8640  0.10
H14 0.4551 1.3478 3.3316  0.10
H15 1.9123 2.3750 1.6463  0.10
H16 0.9427 2.7518 -0.7157  0.11

Atoms 1-2, force components in eV/Å:
C -0.379 0.360 -0.032
C -0.425 0.717 -0.278

**Relative energy (zero: lowest compared OMol25 entry of this formula, charge and spin)**: 7.81 kcal per mole
**HOMO level**: -8.4 eV
**LUMO**: 0.030 Eh
**Orbital gap**: 9.23 eV
**Charge**: 0
**Structure (SMILES)**: CCc1c[nH]cn1.Cc1ccccc1



[12]
C5H10N2O | the ωB97M-V functional and the def2-TZVPD basis

Last column: Löwdin charge in e.
Atoms and positions in Å:
H1 0.1377 -2.6521 0.4207  0.07
N1 0.3213 -1.8434 -0.1758  0.18
C1 0.5556 -0.7705 0.4470  -0.34
C2 0.4487 -0.6024 1.9614  -0.20
O1 -0.9081 -0.5489 2.3490  -0.06
C3 0.9231 0.4570 -0.2870  -0.37
C4 -0.4189 1.1497 -0.6801  -0.18
C5 -1.0250 0.4733 -1.9026  -0.10
N2 2.0951 0.8267 -0.4971  0.17
H2 2.1888 1.7038 -1.0085  0.06
H3 0.9096 0.3319 2.2999  0.13
H4 0.9638 -1.4463 2.4495  0.12
H5 -1.3600 -1.3226 1.9954  0.09
H6 -0.1796 2.1937 -0.9009  0.11
H7 -1.1266 1.1389 0.1519  0.11
H8 -1.2429 -0.5735 -1.6865  0.06
H9 -1.9501 0.9720 -2.1901  0.07
H10 -0.3324 0.5126 -2.7462  0.08

Atoms 1-2, force components in eV/Å:
H -0.149 0.213 0.237
N 0.147 -0.165 -0.400

**Relative energy (zero: lowest compared OMol25 entry of this formula, charge and spin)**: 39.96 kcal per mole
**HOMO level**: -9.4 eV
**LUMO**: 0.028 Eh
**Orbital gap**: 10.18 eV
**Charge**: 0
**Structure (SMILES)**: [H]/N=C(CO)/C(CC)=N/[H]